# 1
The following is a DFT calculation (wB97M-V/def2-TZVPD) of 12 unconnected molecules or ions with the total composition C42H118N10O12.

ORCA input file:
```
! RIJCOSX wB97M-V def2-TZVPD def2/J DEFGRID3
* xyz 0 1
C 3.949 -1.395 -1.847
O 3.687 -0.416 -2.878
C 2.325 -0.340 -3.256
C 2.199 0.217 -4.725
C 2.685 1.690 -4.918
N 0.913 0.126 -5.228
H 5.032 -1.358 -1.728
H 3.527 -2.360 -2.128
H 3.562 -1.056 -0.886
H 1.910 -1.343 -3.351
H 1.707 0.161 -2.511
H 2.799 -0.432 -5.362
H 2.620 2.014 -5.956
H 3.753 1.633 -4.705
H 2.170 2.316 -4.189
H 0.907 0.509 -6.162
H 0.639 -0.846 -5.256
C 1.422 -3.194 -6.353
O 0.413 -2.499 -5.641
C -0.661 -3.426 -5.395
C -1.743 -2.761 -4.492
C -1.383 -2.715 -3.001
N -2.996 -3.476 -4.484
H 1.624 -4.160 -5.889
H 2.356 -2.634 -6.388
H 1.199 -3.348 -7.409
H -1.102 -3.741 -6.341
H -0.288 -4.327 -4.908
H -1.745 -1.731 -4.849
H -1.361 -3.669 -2.474
H -2.000 -1.938 -2.549
H -0.385 -2.318 -2.819
H -3.637 -2.811 -4.077
H -3.337 -3.492 -5.434
C 1.047 0.020 4.720
O -0.061 -0.530 5.448
C -1.257 0.195 5.104
C -2.518 -0.373 5.745
C -2.791 -1.866 5.474
N -3.710 0.347 5.323
H 1.005 -0.364 3.700
H 1.998 -0.299 5.146
H 1.156 1.104 4.699
H -1.108 1.221 5.442
H -1.351 0.170 4.018
H -2.340 -0.162 6.800
H -3.722 -2.155 5.961
H -2.021 -2.434 5.996
H -2.763 -2.098 4.409
H -3.764 0.252 4.319
H -3.587 1.342 5.440
C 1.582 7.995 3.402
O 0.964 6.820 3.934
C 0.945 5.765 2.978
C 0.171 4.602 3.635
C 0.069 3.360 2.871
N -1.207 4.937 3.779
H 1.369 8.857 4.034
H 1.279 8.281 2.395
H 2.659 7.829 3.433
H 0.450 6.028 2.043
H 1.968 5.466 2.750
H 0.630 4.311 4.580
H -0.281 3.649 1.879
H -0.431 2.494 3.305
H 1.098 3.084 2.640
H -1.299 5.691 4.445
H -1.829 4.228 4.141
C 3.153 2.695 -1.102
O 4.489 2.983 -0.645
C 5.461 2.392 -1.454
C 6.884 3.005 -1.213
C 7.134 4.482 -1.567
N 7.901 2.293 -2.021
H 2.942 3.061 -2.107
H 2.496 3.299 -0.476
H 2.763 1.677 -1.121
H 5.409 1.320 -1.264
H 5.273 2.510 -2.521
H 7.172 2.829 -0.176
H 6.515 5.124 -0.940
H 6.871 4.739 -2.593
H 8.153 4.802 -1.350
H 8.825 2.698 -1.973
H 7.745 2.267 -3.018
C -5.277 2.782 -1.650
O -5.098 2.635 -0.223
C -4.759 1.290 0.229
C -4.552 1.406 1.739
C -3.453 2.361 2.106
N -4.426 0.105 2.377
H -5.496 3.793 -1.994
H -5.949 1.998 -2.000
H -4.356 2.618 -2.208
H -5.619 0.675 -0.035
H -3.890 0.834 -0.244
H -5.440 1.882 2.154
H -3.432 2.593 3.170
H -3.697 3.301 1.609
H -2.525 1.943 1.716
H -5.249 -0.461 2.227
H -3.776 -0.378 1.773
C 0.913 -2.280 0.609
O 1.653 -3.308 1.279
C 1.836 -2.970 2.636
C 2.258 -4.074 3.612
C 2.146 -3.726 5.062
N 3.626 -4.511 3.421
H 1.434 -1.328 0.510
H -0.078 -2.103 1.025
H 0.649 -2.450 -0.435
H 2.569 -2.164 2.609
H 0.918 -2.553 3.051
H 1.694 -4.932 3.244
H 1.089 -3.567 5.272
H 2.544 -2.738 5.294
H 2.539 -4.505 5.715
H 3.757 -4.843 2.476
H 3.847 -5.287 4.028
C -3.952 -0.172 -3.392
O -4.679 -1.255 -3.900
C -5.997 -1.428 -3.343
C -6.705 -2.708 -3.780
C -8.178 -2.777 -3.442
N -6.113 -3.905 -3.189
H -3.560 -0.443 -2.412
H -4.626 0.685 -3.385
H -3.075 0.036 -4.005
H -6.033 -1.284 -2.263
H -6.509 -0.539 -3.712
H -6.629 -2.721 -4.867
H -8.348 -3.240 -2.470
H -8.691 -3.400 -4.175
H -8.668 -1.804 -3.485
H -5.171 -3.668 -2.910
H -5.966 -4.528 -3.970
C 6.925 -0.825 1.759
O 5.955 -0.035 2.430
C 5.836 1.360 2.138
C 4.409 1.691 2.626
C 3.351 0.714 2.011
N 3.911 2.995 2.205
H 7.196 -1.626 2.447
H 7.880 -0.359 1.515
H 6.511 -1.270 0.854
H 6.626 1.933 2.624
H 5.905 1.545 1.066
H 4.299 1.598 3.706
H 3.441 0.702 0.925
H 2.339 1.043 2.249
H 3.463 -0.320 2.336
H 4.527 3.713 2.559
H 3.962 2.983 1.196
C -0.851 -5.160 2.139
O -1.766 -4.075 2.138
C -2.428 -3.973 0.902
C -3.378 -2.789 1.103
C -4.309 -2.579 -0.134
N -2.626 -1.534 1.186
H -1.369 -6.099 1.944
H -0.262 -5.144 3.055
H -0.217 -5.053 1.259
H -1.740 -3.823 0.070
H -2.974 -4.904 0.750
H -3.959 -3.054 1.986
H -4.953 -3.440 -0.316
H -3.699 -2.476 -1.031
H -4.967 -1.710 -0.096
H -2.155 -1.229 0.346
H -1.925 -1.751 1.880
C -1.189 2.479 -3.884
O -0.697 1.284 -3.253
H -0.954 3.378 -3.315
H -0.739 2.448 -4.876
H -2.253 2.403 -4.107
H -0.136 0.925 -3.944
C -0.328 0.832 0.204
O -1.049 0.022 -0.700
H -0.776 1.824 0.149
H -0.485 0.477 1.223
H 0.735 0.853 -0.038
H -0.880 0.317 -1.598
*
```

## Properties
- Relative energy (zero: lowest compared OMol25 entry of this formula, charge and spin): 74.5 kJ/mol
- HOMO energy: -8.5 eV
- Molar mass: 955.46 g/mol
- Structure (SMILES): COC[C@H](C)N.COC[C@H](C)N.COC[C@H](C)N.COC[C@H](C)N.COC[C@H](C)N.COC[C@H](C)N.COC[C@H](C)N.COC[C@H](C)N.COC[C@H](C)N.COC[C@H](C)N.CO.CO



# 2
The following is a DFT calculation (wB97M-V/def2-TZVPD) of a single C11H18N4O3 molecule.

ORCA input file:
```
! RIJCOSX wB97M-V def2-TZVPD def2/J DEFGRID3
* xyz 0 1
C -3.153 0.395 -1.114
C -3.073 -0.631 -0.021
C -4.018 -0.220 1.079
C -1.714 -0.921 0.542
N -0.998 0.243 1.062
C -0.249 1.317 0.667
O 0.093 2.072 1.598
C 0.246 1.546 -0.759
N -0.170 2.900 -1.196
C 1.749 1.581 -0.844
C 2.492 0.354 -0.267
C 3.326 -0.564 -0.848
N 3.697 -1.400 0.127
C 3.057 -1.031 1.276
N 2.426 0.138 1.077
C -0.872 -1.784 -0.445
O -1.302 -2.767 -0.946
O 0.299 -1.382 -0.663
H -4.282 0.552 -1.409
H -2.668 0.005 -1.997
H -2.831 1.447 -0.870
H -3.504 -1.524 -0.436
H -3.745 0.650 1.698
H -4.191 -1.142 1.666
H -5.001 -0.124 0.651
H -1.775 -1.650 1.399
H -0.888 0.036 2.031
H -0.314 0.825 -1.425
H 0.146 3.539 -0.475
H -1.211 3.039 -1.192
H 2.109 2.299 -0.082
H 2.139 1.766 -1.845
H 3.675 -0.643 -1.830
H 4.362 -2.138 0.031
H 3.024 -1.603 2.155
H 0.800 -2.123 -1.070
*
```

## Properties
- Relative energy (zero: lowest compared OMol25 entry of this formula, charge and spin): 201.8 kJ/mol
- HOMO energy: -8.7 eV
- Molar mass: 254.29 g/mol
- Structure (SMILES): CC(C)[C@H](NC(=O)[C@@H](N)Cc1c[nH]cn1)C(=O)O



# 3
The following is a DFT calculation (wB97M-V/def2-TZVPD) of a single C16H18N2O5S molecule.

ORCA input file:
```
! RIJCOSX wB97M-V def2-TZVPD def2/J DEFGRID3
* xyz 0 1
C -4.458 -2.300 -1.046
C -4.472 -1.358 0.141
O -3.840 -0.130 -0.244
C -3.914 0.864 0.627
O -4.428 0.791 1.712
C -3.326 2.163 0.073
O -2.344 2.008 -0.919
C -1.085 1.660 -0.547
C -0.722 1.218 0.723
C 0.605 0.928 0.994
C 1.557 1.075 0.008
S 3.274 0.750 0.350
O 4.039 1.929 0.065
O 3.404 0.142 1.644
N 3.678 -0.354 -0.861
C 3.452 -1.743 -0.496
C 1.980 -1.930 -0.275
C 1.075 -1.698 -1.305
C -0.280 -1.818 -1.053
C -0.675 -2.174 0.228
N 0.174 -2.404 1.212
C 1.466 -2.279 0.969
C 1.209 1.504 -1.261
C -0.109 1.789 -1.542
H -4.949 -3.231 -0.775
H -3.437 -2.514 -1.350
H -4.985 -1.852 -1.885
H -3.935 -1.778 0.999
H -5.495 -1.134 0.463
H -4.148 2.698 -0.417
H -2.969 2.770 0.914
H -1.459 1.092 1.501
H 0.912 0.584 1.969
H 4.620 -0.166 -1.174
H 3.799 -2.373 -1.321
H 3.998 -2.007 0.418
H 1.436 -1.420 -2.285
H -1.008 -1.632 -1.827
H -1.719 -2.288 0.482
H 2.124 -2.459 1.808
H 1.982 1.616 -2.004
H -0.417 2.130 -2.518
*
```

## Properties
- Relative energy (zero: lowest compared OMol25 entry of this formula, charge and spin): 293.7 kJ/mol
- HOMO energy: -9.0 eV
- Molar mass: 350.40 g/mol
- Structure (SMILES): CCOC(=O)COc1ccc(S(=O)(=O)NCc2cccnc2)cc1



Which formula does entry 3 have? C16H18N2O5S



Which value of molar mass does entry 3 give? 350.40 g/mol



Which value of HOMO energy does entry 2 give? -8.7 eV



relative energy (zero: lowest compared OMol25 entry of this formula, charge and spin) of number 1 (C42H118N10O12)? 74.5 kJ/mol